# 1
{"formula": "C7H12", "method": "the ωB97M-V functional and the def2-TZVPD basis", "fmax_ev_per_a": 0.21, "smiles": "CC1CC2(CC2)C1", "charge": 0, "relative_energy_ev": 1.250, "symbols": ["C", "C", "C", "C", "C", "C", "C", "H", "H", "H", "H", "H", "H", "H", "H", "H", "H", "H", "H"], "xyz": [[2.20110, -0.73509, -0.94480], [0.74330, -0.32415, -1.08155], [-0.26183, -1.05472, -0.14646], [-0.69588, 0.30466, 0.40317], [-2.09929, 0.75721, 0.65750], [-1.12557, 0.62434, 1.79887], [0.35681, 1.03440, -0.43190], [2.36329, -1.76081, -1.29700], [2.51642, -0.68897, 0.10604], [2.85915, -0.07194, -1.51922], [0.43208, -0.37587, -2.13164], [-1.04613, -1.62899, -0.65223], [0.22547, -1.70183, 0.59394], [-2.89791, 0.02298, 0.57785], [-2.37864, 1.75903, 0.33840], [-1.25724, -0.20348, 2.49216], [-0.73891, 1.53482, 2.25121], [1.16868, 1.47948, 0.15764], [-0.03285, 1.79341, -1.11942]], "forces_ev_per_a": [[0.0, 0.0, 0.0], [0.1, 0.0, -0.1], [-0.1, -0.1, 0.0], [0.0, 0.0, 0.0], [-0.2, 0.0, -0.1], [0.1, 0.0, 0.2], [0.0, 0.2, 0.0], [0.0, 0.1, 0.0], [-0.1, 0.0, -0.2], [-0.1, -0.1, 0.1], [0.1, 0.0, 0.2], [0.1, 0.1, 0.1], [-0.1, 0.1, -0.1], [0.2, 0.1, 0.0], [0.1, -0.2, 0.1], [0.0, 0.1, -0.1], [-0.1, -0.1, -0.1], [-0.1, -0.1, -0.1], [0.1, -0.1, 0.1]], "mulliken_charge": [-1.586, 0.612, -1.016, 0.907, -0.767, -0.782, -1.018, 0.370, 0.348, 0.370, 0.379, 0.295, 0.302, 0.251, 0.250, 0.244, 0.243, 0.303, 0.295]}



# 2
{"formula": "C9H19P", "method": "the ωB97M-V functional and the def2-TZVPD basis", "fmax_ev_per_a": 5.10, "smiles": "CC(C)(C)C(=P)C(C)(C)C", "charge": 0, "relative_energy_ev": 2.763, "symbols": ["C", "C", "C", "C", "C", "P", "C", "C", "C", "C", "H", "H", "H", "H", "H", "H", "H", "H", "H", "H", "H", "H", "H", "H", "H", "H", "H", "H", "H"], "xyz": [[-2.61981, 0.82368, 0.06991], [-1.11264, 0.91803, 0.03463], [-0.59667, 1.94459, 1.16503], [-0.65040, 1.47050, -1.27263], [-0.50539, -0.45199, 0.10262], [-2.07224, -1.90749, -0.21600], [0.90389, -0.92878, 0.05531], [1.10783, -1.56871, -1.32867], [2.00096, 0.14539, 0.32079], [1.00941, -2.12927, 1.12865], [-2.73885, 0.27426, 1.05224], [-3.21531, 1.82370, 0.21223], [-3.22645, 0.31799, -0.74030], [-1.33359, 2.71273, 1.59813], [-0.23715, 1.47334, 2.06319], [0.21775, 2.65592, 0.71002], [-1.20792, 1.01356, -2.21827], [0.44156, 1.27321, -1.38529], [-0.77020, 2.55395, -1.50345], [-1.41958, -3.06489, 0.03696], [0.31177, -2.43177, -1.39504], [1.03860, -0.97975, -2.25489], [2.09186, -2.21587, -1.28752], [1.67618, 0.74882, 1.11479], [3.02509, -0.30498, 0.51112], [2.06768, 0.78631, -0.65126], [0.37842, -1.87464, 2.06986], [0.60641, -3.03324, 0.55864], [2.04371, -2.26138, 1.45649]], "forces_ev_per_a": [[-2.7, 1.1, 2.0], [0.1, 1.6, 0.2], [0.2, 2.0, -0.7], [0.4, 0.3, -4.1], [-3.9, -3.3, -0.3], [1.9, 3.8, 0.5], [0.6, -0.6, 0.6], [0.4, -4.0, 0.1], [0.5, -0.5, -2.8], [-1.3, 0.6, -0.2], [-0.8, 0.5, -1.1], [1.6, -1.4, -0.3], [1.4, 0.3, 0.8], [0.3, -1.4, -1.2], [0.5, -0.5, 0.2], [-1.2, -1.6, 0.9], [1.2, 0.4, 2.1], [-0.9, 0.2, -0.3], [-0.1, -0.4, 0.9], [1.2, -1.2, 0.2], [1.3, 1.8, -0.2], [0.1, 0.1, 0.6], [-1.4, 1.6, -0.3], [0.1, 1.0, 1.1], [-1.3, 0.4, -0.2], [0.2, -0.9, 1.9], [1.0, -0.6, -1.7], [0.6, 1.0, 1.4], [-0.1, -0.2, -0.3]], "mulliken_charge": [-2.071, 2.509, -1.644, -1.632, -0.833, 0.116, 1.694, -1.195, -1.588, -1.434, 0.554, 0.322, 0.313, 0.332, 0.352, 0.351, 0.233, 0.289, 0.408, -0.030, 0.325, 0.248, 0.317, 0.371, 0.420, 0.282, 0.250, 0.321, 0.419]}



# 3
{"formula": "C10H25Cl10N5O10", "method": "the ωB97M-V functional and the def2-TZVPD basis", "fmax_ev_per_a": 1.11, "smiles": "C[N+](=O)[O-].C[N+](=O)[O-].C[N+](=O)[O-].C[N+](=O)[O-].C[N+](=O)[O-].ClCCl.ClCCl.ClCCl.ClCCl.ClCCl", "charge": 0, "relative_energy_ev": 0.000, "symbols": ["C", "N", "O", "O", "H", "H", "H", "C", "N", "O", "O", "H", "H", "H", "C", "N", "O", "O", "H", "H", "H", "C", "N", "O", "O", "H", "H", "H", "C", "N", "O", "O", "H", "H", "H", "Cl", "C", "Cl", "H", "H", "Cl", "C", "Cl", "H", "H", "Cl", "C", "Cl", "H", "H", "Cl", "C", "Cl", "H", "H", "Cl", "C", "Cl", "H", "H"], "xyz": [[2.11496, 1.61451, 2.60787], [2.98641, 2.81158, 2.71485], [3.59327, 2.94298, 3.75671], [3.10495, 3.52693, 1.74586], [1.16612, 1.84000, 2.13224], [1.98545, 1.20357, 3.60105], [2.64907, 0.92103, 1.96393], [-4.88405, -0.41891, -1.48556], [-3.80878, -1.01288, -0.63640], [-2.66665, -0.77081, -0.93184], [-4.13507, -1.70354, 0.28615], [-5.07480, 0.52813, -0.97654], [-5.69931, -1.12657, -1.52178], [-4.44164, -0.16726, -2.44376], [3.67878, 2.60653, -1.59066], [4.46844, 2.74745, -2.85284], [3.96450, 2.41385, -3.90683], [5.57383, 3.25925, -2.75736], [4.42524, 2.49324, -0.81537], [3.04974, 1.73507, -1.73936], [3.11586, 3.53528, -1.58154], [3.87984, -3.06682, -1.24187], [2.93669, -3.40525, -2.33762], [1.78095, -3.06098, -2.22585], [3.39301, -4.02703, -3.27266], [3.39795, -2.40099, -0.53882], [4.79300, -2.70904, -1.70728], [4.14090, -4.00712, -0.75600], [-1.95274, 3.90596, 1.11147], [-1.65564, 2.90797, 0.03297], [-2.60425, 2.54160, -0.62173], [-0.51072, 2.59153, -0.17991], [-2.36069, 4.78049, 0.61607], [-1.05237, 4.05408, 1.69012], [-2.76843, 3.41157, 1.63618], [0.22319, -2.23457, 0.95237], [0.03762, -0.93552, -0.22002], [1.60224, -0.12223, -0.40781], [-0.25170, -1.34231, -1.18099], [-0.63363, -0.18948, 0.18468], [-3.93662, -4.74263, -1.26572], [-2.32388, -3.99248, -1.31679], [-1.11638, -4.99343, -2.10481], [-2.34619, -3.06709, -1.88234], [-2.03014, -3.77646, -0.29573], [-1.34199, 0.97143, 2.78419], [-2.99346, 0.41026, 3.08933], [-4.14000, 1.00056, 1.88926], [-3.00515, -0.67175, 2.98790], [-3.32540, 0.65363, 4.09207], [1.11519, -4.03074, 5.35816], [0.79909, -2.54845, 4.43980], [1.03639, -1.08215, 5.40074], [1.39211, -2.43963, 3.53963], [-0.24591, -2.55724, 4.14750], [-2.04280, 0.00381, -4.46364], [-1.07555, 1.15565, -3.51091], [0.64639, 0.85259, -3.70906], [-1.28100, 2.17646, -3.80895], [-1.34627, 1.00635, -2.47276]], "forces_ev_per_a": [[-0.1, -0.3, 0.0], [0.2, -0.3, 0.3], [0.0, 0.2, 0.1], [-0.2, 0.2, -0.3], [0.1, 0.4, -0.1], [0.0, 0.0, 0.0], [0.0, -0.1, 0.1], [0.8, 0.5, 0.3], [-0.6, -0.2, -0.8], [0.9, 0.4, -0.3], [-0.4, -0.5, 0.8], [-0.5, -0.2, 0.0], [-0.2, 0.2, 0.1], [0.0, -0.3, -0.1], [0.4, -0.2, -1.0], [0.8, 0.4, -0.5], [-0.2, -0.1, 0.3], [-0.4, -0.3, 0.1], [-0.3, 0.2, 0.3], [-0.2, 0.2, 0.2], [-0.2, -0.1, 0.6], [0.3, -0.5, 0.1], [0.0, -0.1, -0.1], [-0.2, 0.1, 0.1], [0.0, 0.0, 0.0], [0.0, 0.2, -0.1], [-0.1, 0.3, 0.1], [-0.2, 0.0, 0.0], [-0.5, -0.9, -0.3], [-0.1, 1.0, -0.3], [-0.4, -0.3, -0.2], [0.5, -0.3, 0.2], [0.3, 0.2, 0.0], [-0.1, 0.2, 0.1], [0.2, 0.3, 0.4], [-0.3, -0.4, 0.2], [0.6, 0.4, 0.1], [0.2, 0.1, -0.1], [0.0, 0.0, 0.1], [-0.2, -0.2, -0.2], [0.2, 0.1, -0.1], [0.0, 0.3, 0.0], [0.1, -0.3, 0.1], [-0.3, 0.0, 0.0], [0.1, -0.2, 0.0], [-0.1, 0.0, 0.2], [-0.1, -0.9, -0.1], [-0.1, 0.4, 0.2], [0.2, 0.0, 0.0], [0.1, 0.4, -0.1], [0.2, 0.3, -0.3], [-0.6, 0.2, -0.1], [0.1, 0.1, 0.1], [0.3, -0.4, 0.2], [0.0, -0.1, 0.1], [-0.1, 0.2, 0.0], [-0.1, -0.2, 0.2], [0.1, 0.1, 0.0], [-0.1, -0.1, -0.2], [0.0, 0.0, 0.1]], "mulliken_charge": [0.123, 0.936, -0.560, -0.572, -0.315, 0.227, 0.158, -0.750, 0.896, -0.461, -0.494, 0.240, 0.329, 0.220, -0.356, 0.889, -0.539, -0.561, 0.308, -0.031, 0.250, -0.666, 0.859, -0.420, -0.545, 0.158, 0.303, 0.306, -0.792, 0.852, -0.473, -0.414, 0.316, 0.276, 0.253, -0.205, 0.209, -0.036, 0.221, -0.113, -0.188, 0.289, -0.153, -0.075, 0.117, 0.003, -0.536, -0.135, 0.233, 0.439, -0.169, 0.092, -0.178, 0.104, 0.149, -0.197, 0.296, -0.124, 0.364, -0.359]}



# 4
{"formula": "FH2O3PS", "method": "the ωB97M-V functional and the def2-TZVPD basis", "fmax_ev_per_a": 4.64, "charge": 0, "relative_energy_ev": 1.469, "symbols": ["O", "O", "O", "F", "P", "S", "H", "H"], "xyz": [[1.62390, 0.10492, -0.91461], [-0.46971, 0.70609, 0.17396], [1.69567, 0.99120, 1.39525], [0.85524, -1.21116, 0.92309], [-1.59507, -0.45460, -0.03504], [1.07932, 0.26317, 0.38597], [-2.28509, 0.57632, -0.79429], [-0.90426, -0.97593, -1.13432]], "forces_ev_per_a": [[0.1, 0.0, 0.5], [4.0, 1.0, 2.0], [0.3, 0.8, 1.1], [0.0, 0.6, 0.0], [-2.1, -0.1, -0.9], [-1.7, -0.8, -2.3], [-0.3, -1.1, 0.1], [-0.3, -0.5, -0.6]], "mulliken_charge": [-0.488, -0.220, -0.472, -0.231, 0.048, 1.221, 0.072, 0.071]}